1.
This record from OMol25 describes a molecular structure, C45H51CrN3O5P3S2 at a distorted geometry. The level of theory is ωB97M-V/def2-TZVPD.

Results
⟨S²⟩: 3.8021
Net charge: +2
Frontier orbital gap (alpha / beta) (eV): 8.02 / 7.92
HOMO energy (alpha / beta) (hartree): -0.505 / -0.504
Spin multiplicity: 4
Largest force on an atom (eV/Å): 1.37
ΔE to the lowest compared entry with this formula, charge and spin (eV): 0.000

Geometry (Å):
1 Cr 0.093 -0.020 0.946
2 O -0.966 -1.151 3.832
3 S -1.353 -0.244 2.736
4 C -1.677 1.376 3.392
5 C -2.048 1.518 4.718
6 C -2.266 2.798 5.205
7 C -2.099 3.899 4.373
8 C -1.699 3.739 3.053
9 C -1.465 2.465 2.550
10 P -0.986 2.151 0.811
11 C -2.464 2.796 -0.042
12 C -2.499 4.125 -0.460
13 C -3.682 4.660 -0.952
14 C -4.824 3.876 -1.034
15 C -4.790 2.549 -0.628
16 C -3.614 2.010 -0.130
17 C 0.339 3.291 0.355
18 C 0.678 3.303 -1.001
19 C 1.702 4.117 -1.451
20 C 2.398 4.912 -0.549
21 C 2.070 4.896 0.798
22 C 1.043 4.083 1.258
23 C -2.961 -0.730 2.127
24 C -4.096 -0.563 2.908
25 C -5.324 -0.938 2.389
26 C -5.408 -1.476 1.109
27 C -4.265 -1.659 0.344
28 C -3.023 -1.289 0.851
29 P -1.488 -1.471 -0.110
30 C -1.003 -3.208 0.041
31 C 0.242 -3.559 -0.498
32 C 0.678 -4.874 -0.433
33 C -0.121 -5.840 0.171
34 C -1.354 -5.492 0.704
35 C -1.800 -4.177 0.643
36 C -1.998 -1.250 -1.825
37 C -2.273 -2.336 -2.650
38 C -2.721 -2.116 -3.946
39 C -2.907 -0.821 -4.412
40 C -2.628 0.264 -3.590
41 C -2.161 0.051 -2.305
42 H -2.145 0.643 5.351
43 H -2.567 2.935 6.235
44 H -2.274 4.894 4.761
45 H -1.558 4.605 2.418
46 H -1.609 4.739 -0.410
47 H -3.707 5.693 -1.274
48 H -5.744 4.302 -1.416
49 H -5.678 1.934 -0.701
50 H -3.595 0.978 0.193
51 H 0.145 2.667 -1.701
52 H 1.974 4.113 -2.498
53 H 3.208 5.539 -0.899
54 H 2.614 5.519 1.496
55 H 0.795 4.073 2.312
56 H -4.023 -0.145 3.905
57 H -6.220 -0.799 2.982
58 H -6.374 -1.752 0.703
59 H -4.336 -2.081 -0.652
60 H 0.856 -2.807 -0.991
61 H 1.635 -5.145 -0.861
62 H 0.218 -6.867 0.226
63 H -1.977 -6.246 1.170
64 H -2.765 -3.916 1.063
65 H -2.146 -3.351 -2.291
66 H -2.919 -2.961 -4.593
67 H -3.267 -0.656 -5.419
68 H -2.766 1.275 -3.955
69 H -1.913 0.894 -1.675
70 N 1.356 -1.655 1.682
71 N 1.769 -1.521 3.026
72 C 1.882 -0.296 3.524
73 N 2.263 -0.154 4.784
74 S 1.614 1.069 2.526
75 H 1.084 -2.621 1.522
76 H 2.192 -1.462 1.096
77 H 1.669 -2.324 3.625
78 H 2.482 -0.935 5.382
79 H 2.329 0.774 5.167
80 C 5.186 0.705 0.651
81 C 4.776 -0.702 0.246
82 C 4.984 -1.679 1.389
83 C 5.507 -1.173 -1.002
84 O 3.305 -0.736 0.025
85 P 2.531 -0.090 -1.228
86 O 3.181 1.073 -1.830
87 O 1.104 0.140 -0.625
88 O 2.432 -1.378 -2.156
89 C 2.288 -1.371 -3.632
90 C 3.679 -1.233 -4.225
91 C 1.374 -0.252 -4.115
92 C 1.681 -2.721 -3.963
93 H 6.269 0.742 0.789
94 H 4.705 0.987 1.590
95 H 4.906 1.422 -0.121
96 H 6.047 -1.752 1.620
97 H 4.622 -2.675 1.116
98 H 4.462 -1.338 2.289
99 H 6.575 -1.234 -0.793
100 H 5.357 -0.477 -1.828
101 H 5.152 -2.161 -1.301
102 H 4.126 -0.285 -3.921
103 H 3.618 -1.258 -5.314
104 H 4.321 -2.052 -3.894
105 H 1.823 0.728 -3.939
106 H 0.418 -0.301 -3.598
107 H 1.197 -0.368 -5.185
108 H 2.277 -3.526 -3.525
109 H 1.661 -2.860 -5.046
110 H 0.657 -2.789 -3.588

Mulliken atomic charge list, values in e, 8 entries: -0.04, -0.88, 1.90, -0.15, -0.90, -0.94, -0.97, -0.24

2.
This record from OMol25 describes a molecular structure, C45H54FN6O7S4SeTc at a distorted geometry. The level of theory is ωB97M-V/def2-TZVPD.

Results
⟨S²⟩: 1.0203
Net charge: +1
Frontier orbital gap (alpha / beta) (eV): 4.64 / 4.77
HOMO energy (alpha / beta) (hartree): -0.300 / -0.305
Spin multiplicity: 2
Largest force on an atom (eV/Å): 2.78

Geometry (Å):
1 Tc 1.545 -0.342 0.982
2 C 0.378 2.518 -6.249
3 C 0.562 3.278 -4.938
4 N 0.407 2.421 -3.778
5 C 1.514 2.063 -3.083
6 C 1.508 1.298 -1.960
7 C 2.848 1.237 -1.246
8 O 3.814 1.750 -1.783
9 O 2.864 0.745 -0.070
10 C 0.277 0.734 -1.481
11 O 0.166 -0.036 -0.472
12 C -0.910 1.166 -2.190
13 C -2.183 0.796 -1.734
14 C -3.318 1.362 -2.274
15 F -4.521 1.063 -1.709
16 C -3.256 2.245 -3.344
17 C -1.997 2.520 -3.883
18 C -0.827 2.032 -3.310
19 N -4.361 2.902 -3.932
20 C -4.363 4.346 -3.893
21 C -5.175 4.861 -5.079
22 N -6.557 4.328 -4.950
23 C -6.548 2.839 -4.932
24 C -5.685 2.362 -3.765
25 H 0.492 3.201 -7.087
26 H -0.603 2.053 -6.302
27 H 1.129 1.738 -6.335
28 H -0.143 4.114 -4.868
29 H 1.569 3.697 -4.897
30 H 2.465 2.452 -3.422
31 H -2.271 0.090 -0.928
32 H -1.964 3.145 -4.757
33 H -3.340 4.713 -3.960
34 H -4.799 4.739 -2.956
35 H -4.750 4.489 -6.012
36 H -5.199 5.952 -5.098
37 H -7.156 4.679 -5.705
38 H -6.939 4.656 -4.053
39 H -6.124 2.491 -5.874
40 H -7.569 2.470 -4.834
41 H -5.633 1.274 -3.788
42 H -6.156 2.658 -2.813
43 O -0.379 -3.007 -0.366
44 S -1.203 -2.989 -1.793
45 C -0.847 -3.851 0.666
46 C -2.109 -3.303 1.334
47 C -1.962 -1.826 1.702
48 C -1.129 -1.563 2.950
49 S 1.119 -2.404 4.006
50 O 0.263 -1.730 2.692
51 C 1.200 -4.133 3.563
52 C 2.337 -4.621 2.939
53 C 2.411 -5.963 2.609
54 C 1.357 -6.810 2.910
55 C 0.227 -6.321 3.548
56 C 0.147 -4.981 3.882
57 C -0.239 -4.059 -2.822
58 C -0.633 -4.187 -4.149
59 C 0.077 -5.016 -4.995
60 C 1.176 -5.715 -4.520
61 C 1.568 -5.571 -3.199
62 C 0.864 -4.746 -2.341
63 H -0.012 -3.890 1.368
64 H -1.037 -4.863 0.289
65 H -2.335 -3.905 2.217
66 H -2.938 -3.403 0.628
67 H -2.951 -1.395 1.868
68 H -1.484 -1.316 0.861
69 H -1.429 -2.244 3.753
70 H -1.289 -0.535 3.304
71 H 3.171 -3.976 2.718
72 H 3.306 -6.330 2.133
73 H 1.420 -7.857 2.660
74 H -0.586 -6.989 3.796
75 H -0.716 -4.594 4.406
76 H -1.486 -3.624 -4.500
77 H -0.219 -5.111 -6.031
78 H 1.728 -6.363 -5.180
79 H 2.432 -6.100 -2.832
80 H 1.193 -4.621 -1.320
81 Se 2.391 -2.393 0.266
82 O 5.464 -4.279 2.832
83 S 5.831 -2.917 2.574
84 O 6.894 -2.676 1.653
85 N 4.459 -2.047 2.155
86 C 4.221 -1.137 3.030
87 S 2.922 -0.051 2.947
88 C 5.121 -1.057 4.186
89 C 5.060 -0.182 5.261
90 C 6.026 -0.300 6.247
91 C 7.014 -1.272 6.165
92 C 7.064 -2.157 5.091
93 C 6.109 -2.026 4.113
94 H 4.281 0.564 5.314
95 H 6.014 0.374 7.091
96 H 7.760 -1.341 6.940
97 H 7.821 -2.920 5.021
98 C -0.957 5.344 1.928
99 C -1.191 4.270 2.992
100 N -0.138 3.272 2.988
101 C 1.116 3.580 3.668
102 C 0.920 4.217 5.035
103 C -0.159 2.235 2.113
104 C -1.479 1.793 1.558
105 N 0.894 1.595 1.750
106 H -1.763 6.074 1.955
107 H -0.916 4.899 0.935
108 H -0.018 5.859 2.105
109 H -2.152 3.783 2.822
110 H -1.227 4.733 3.978
111 H 1.757 4.220 3.047
112 H 1.634 2.629 3.825
113 H 0.601 5.253 4.967
114 H 1.869 4.189 5.563
115 H 0.194 3.648 5.609
116 H -2.213 1.636 2.345
117 H -1.320 0.863 1.024
118 H -1.865 2.526 0.853
119 H 1.763 2.011 2.060

Mulliken atomic charge list, values in e, 8 entries: 0.76, -1.09, -0.96, 0.43, -0.08, -0.51, -0.07, -0.78